Entry 1:
This record from the OMol25 dataset describes C3H5NO3S in the gas phase at a distorted geometry. The level of theory is ωB97M-V/def2-TZVPD.

Calculated values
- 2S+1 = 1
- relative energy (zero: lowest compared OMol25 entry of this formula, charge and spin) (kJ/mol) = 331.4
- HOMO-LUMO gap (eV) = 9.3
- LUMO level (Eh) = 0.0179
- total energy (Eh) = -795.870594
- max |F| (eV/A) = 3.86

Each line ends with the natural charge from an NBO analysis.
Element x y z (Å)
C  -1.639  0.140  -0.192  0.346
C  1.437  -0.725  -0.075  0.191
C  0.372  1.300  0.083  0.175
H  -1.460  -1.740  0.259  0.394
H  2.236  -1.131  -0.765  0.206
H  1.615  -0.688  1.052  0.174
H  0.596  2.423  0.039  0.204
H  0.254  1.108  1.220  0.169
N  -0.891  -0.980  0.165  -0.381
O  0.272  -1.453  -0.553  -0.371
O  1.423  0.610  -0.485  -0.509
O  -0.964  1.218  -0.513  -0.483
S  -3.252  -0.081  -0.236  -0.114

=====

Entry 2:
This record from the OMol25 dataset describes a molecular structure, C22H58LiO8Zn at a distorted geometry. The level of theory is ωB97M-V/def2-TZVPD.

Calculated values
- 2S+1 = 1
- relative energy (zero: lowest compared OMol25 entry of this formula, charge and spin) (kJ/mol) = 0.0
- charge = +1
- HOMO-LUMO gap (eV) = 6.9
- LUMO level (Eh) = -0.1840
- total energy (Eh) = -3261.569545
- max |F| (eV/A) = 3.17

Each line ends with the Mulliken charge.
Element x y z (Å)
Li  -3.043  -0.629  0.038  0.752
Zn  -1.168  -2.456  -2.334  0.395
C  -1.032  0.766  -4.772  -0.886
C  -1.114  -0.767  -4.933  -0.115
O  -1.706  -1.369  -3.811  -0.344
H  -1.979  1.302  -4.726  0.323
H  -0.393  1.159  -5.569  0.423
H  -0.427  1.078  -3.912  0.025
H  -0.083  -1.068  -5.126  0.135
H  -1.744  -0.935  -5.808  0.267
C  0.885  0.056  -1.020  -0.365
C  -0.087  -0.683  -0.124  1.141
O  -1.207  -1.284  -0.764  -0.400
H  1.674  -0.563  -1.450  -0.412
H  1.495  0.584  -0.275  0.179
H  0.428  0.827  -1.635  0.004
H  -0.435  -0.055  0.699  -0.088
H  0.524  -1.488  0.304  -0.135
C  0.055  4.036  -0.548  -0.422
C  0.825  4.604  0.636  0.242
C  1.347  3.597  1.648  -0.573
O  1.912  5.384  0.153  -0.561
H  -0.765  3.378  -0.251  -0.214
H  0.703  3.450  -1.200  0.229
H  -0.396  4.873  -1.079  0.333
H  0.175  5.302  1.169  0.287
H  0.507  3.015  2.044  -0.126
H  1.959  4.033  2.433  0.380
H  1.946  2.814  1.170  0.121
H  2.528  4.807  -0.313  0.353
C  3.169  -2.926  1.655  -1.197
C  3.728  -1.502  1.535  1.267
C  4.917  -1.196  2.419  -1.644
O  4.096  -1.201  0.207  -0.512
H  2.844  -3.104  2.681  0.410
H  3.871  -3.689  1.323  0.412
H  2.253  -3.021  1.062  0.149
H  2.980  -0.767  1.879  -0.226
H  4.766  -1.326  3.490  0.348
H  5.382  -0.232  2.214  0.381
H  5.734  -1.877  2.145  0.396
H  3.487  -1.656  -0.389  0.240
C  -5.467  1.711  -1.191  -1.430
C  -4.115  1.552  -1.919  0.367
C  -3.022  2.476  -1.371  -0.266
O  -3.716  0.175  -1.803  -0.437
H  -6.127  0.882  -1.453  0.405
H  -5.934  2.641  -1.511  0.409
H  -5.455  1.686  -0.097  0.177
H  -4.357  1.814  -2.952  0.320
H  -3.144  2.444  -0.285  0.027
H  -3.224  3.509  -1.653  0.473
H  -2.059  2.092  -1.700  -0.041
H  -3.176  0.048  -2.603  0.102
C  -5.004  0.529  2.984  -1.502
C  -3.667  0.921  2.460  1.120
C  -2.735  1.623  3.431  -1.610
O  -3.000  -0.286  1.961  -0.175
H  -5.548  1.398  3.356  0.375
H  -4.860  -0.238  3.749  0.359
H  -5.617  0.124  2.177  0.329
H  -3.869  1.641  1.658  -0.110
H  -3.176  2.560  3.786  0.453
H  -1.798  1.927  2.961  0.369
H  -2.487  1.117  4.363  0.319
H  -2.509  -0.589  2.763  0.158
C  5.290  -1.869  -3.330  -1.457
C  3.780  -1.904  -3.312  0.952
C  3.250  -2.616  -4.570  -1.179
O  3.372  -2.689  -2.195  -0.582
H  5.654  -1.239  -4.142  0.400
H  5.682  -2.881  -3.407  0.342
H  5.691  -1.359  -2.451  0.344
H  3.317  -0.913  -3.284  0.097
H  2.165  -2.437  -4.601  0.091
H  3.367  -3.699  -4.573  0.318
H  3.601  -2.208  -5.519  0.408
H  2.419  -2.803  -2.177  0.217
C  -0.445  -3.227  2.978  -0.850
C  -0.414  -2.261  4.173  0.344
C  0.847  -1.396  4.149  -1.137
O  -1.562  -1.383  3.981  -0.485
H  -0.818  -2.693  2.104  -0.072
H  -1.187  -4.015  3.125  0.365
H  0.523  -3.697  2.817  0.333
H  -0.492  -2.686  5.173  0.396
H  0.738  -0.700  3.313  0.084
H  1.747  -1.999  4.024  0.322
H  1.064  -0.777  5.022  0.373
H  -2.135  -1.575  4.731  0.212